[1]
The following is a quantum chemistry calculation of a 5-piece molecular cluster, C18H49N3O6 overall, from the Open Molecules 2025 dataset.

XYZ file:
```
76
C18H49N3O6, DFT the ωB97M-V functional and the def2-TZVPD basis
C -23.07223 10.65888 23.86357
O -23.02618 9.32226 24.35941
C -23.28087 9.18988 25.74995
C -22.87623 7.71327 26.19276
C -23.04660 7.55007 27.69822
N -21.40505 7.63658 25.96610
H -22.90538 10.53305 22.79380
H -22.21146 11.20356 24.25151
H -24.05753 11.09709 24.02248
H -22.76181 9.90264 26.39078
H -24.34754 9.37717 25.87340
H -23.49749 6.96039 25.70768
H -24.12117 7.59316 27.87577
H -22.51875 8.36557 28.19262
H -22.74146 6.63946 28.21375
H -21.06330 8.20167 25.20192
H -20.97802 7.92975 26.83317
C -27.76570 10.00645 11.29194
O -28.69861 10.13214 12.32615
C -29.05207 11.49646 12.58013
C -29.70760 11.53887 13.94871
C -29.95033 12.93359 14.43987
N -28.77856 10.91192 14.81758
H -26.91349 10.65838 11.48386
H -28.31842 10.26699 10.38932
H -27.53498 8.94395 11.36916
H -28.22708 12.20571 12.51342
H -29.72680 11.76116 11.76602
H -30.67437 11.04126 14.02517
H -30.44799 12.83882 15.40498
H -30.56402 13.43515 13.69159
H -29.13095 13.58193 14.75030
H -28.47113 10.05718 14.37599
H -29.39847 10.61278 15.55672
C -27.28637 17.95881 18.78124
O -28.03714 19.03653 19.20173
C -28.65583 19.77449 18.10300
C -27.72602 20.59515 17.23782
N -27.51939 19.89603 15.96762
C -26.86161 20.86935 15.01851
C -26.86803 20.34212 13.52921
O -25.75127 19.41357 13.39197
C -26.25681 18.06555 13.52264
H -26.56376 17.59249 19.51044
H -26.70184 18.21042 17.89630
H -27.96739 17.13200 18.57949
H -29.34011 20.41882 18.65500
H -29.30189 19.08580 17.55855
H -26.77723 20.87020 17.69853
H -28.26969 21.53619 17.15440
H -27.05684 19.00184 16.04872
H -25.84579 21.10033 15.33922
H -27.43663 21.79403 14.96939
H -26.60339 21.21245 12.92871
H -27.86509 19.97709 13.28281
H -27.01409 17.79448 12.78701
H -26.70055 17.94461 14.51086
H -25.42644 17.36689 13.42036
C -19.45911 15.23470 8.02202
C -18.43693 16.18248 7.34166
O -18.08971 17.25660 8.23835
H -20.46572 15.63412 8.14568
H -19.13948 14.97583 9.03144
H -19.40448 14.32689 7.42119
H -18.94872 16.52667 6.44293
H -17.44722 15.77036 7.14484
H -17.49417 17.84791 7.77221
C -22.17607 13.50548 15.28082
C -23.48040 12.78474 15.32880
O -24.22557 13.00998 16.46460
H -21.62031 13.16779 14.40606
H -21.49194 13.14197 16.04758
H -22.25153 14.59286 15.28361
H -23.19541 11.73478 15.26200
H -24.14016 13.04611 14.50145
H -25.00712 12.45306 16.48943
```

Properties
Max |F| = 3.1 eV/Å
E_HOMO = -8.93 eV
Frontier orbital gap = 0.346 Eh
LUMO level = 0.5 eV
SMILES string = COC[C@H](C)N.COC[C@H](C)N.COCCNCCOC.CCO.CCO

---

[2]
The following is a quantum chemistry calculation of a 6-piece molecular cluster, C18H49N5O5PSi overall, from the Open Molecules 2025 dataset.

XYZ file:
```
79
C18H49N5O5PSi, DFT the ωB97M-V functional and the def2-TZVPD basis
C 2.39023 -4.82805 0.87644
Si 2.25684 -3.18891 -0.09003
C 3.60929 -2.01549 0.57762
C 2.69813 -3.42535 -1.93552
P 0.14056 -2.35868 0.02287
H 2.79660 -5.61276 0.24316
H 3.05700 -4.69236 1.72548
H 1.40588 -5.09290 1.25340
H 3.74749 -1.17116 -0.09326
H 3.44504 -1.70635 1.60592
H 4.54718 -2.57786 0.56335
H 1.76911 -3.56761 -2.48280
H 3.40321 -4.23931 -2.08658
H 3.14929 -2.49359 -2.27223
H -0.10875 -2.84771 -1.39791
H 0.58236 -1.03917 -0.56086
H 0.33055 -1.85847 1.40645
H -0.34809 -3.69891 0.52686
H -1.24432 -1.87947 0.03958
C 3.69989 1.51077 4.55903
C 3.05051 1.07073 3.26443
O 2.18492 0.22096 3.22366
N 3.47803 1.66090 2.11256
C 4.49382 2.67742 1.94063
H 3.25218 0.94618 5.37041
H 4.77293 1.31430 4.54178
H 3.53563 2.57505 4.73548
H 3.01010 1.30588 1.29113
H 4.06650 3.56810 1.47431
H 5.29607 2.30727 1.29902
H 4.91871 2.95937 2.89869
C 6.68686 -0.02051 -5.05730
C 5.50669 0.52930 -4.28810
O 5.59525 1.54978 -3.62240
N 4.34180 -0.15790 -4.36990
C 4.06323 -1.37136 -5.11801
H 7.53597 0.63503 -4.89275
H 6.94109 -1.02256 -4.71059
H 6.47032 -0.05804 -6.12556
H 3.59358 0.24570 -3.82679
H 3.26436 -1.18466 -5.83792
H 3.73804 -2.16321 -4.44213
H 4.94400 -1.70897 -5.65326
C -5.12359 0.99704 -0.43713
C -4.02445 -0.02823 -0.60809
O -2.85890 0.23140 -0.39196
N -4.37366 -1.28755 -1.00226
C -5.69411 -1.80643 -1.28877
H -4.66389 1.92851 -0.12629
H -5.64543 1.17286 -1.37840
H -5.84696 0.68861 0.32178
H -3.57775 -1.90574 -1.09046
H -5.92808 -2.64351 -0.62649
H -5.74817 -2.16292 -2.32009
H -6.44590 -1.03586 -1.14985
C -5.65519 -0.29826 5.24621
C -6.08749 -0.96584 3.96084
O -7.21981 -1.40886 3.81621
N -5.16867 -1.05249 2.97295
C -3.78878 -0.58295 2.96615
H -6.49513 -0.30568 5.93378
H -4.82095 -0.83460 5.69891
H -5.35488 0.73387 5.06378
H -5.51327 -1.50908 2.14266
H -3.65062 0.14023 2.16232
H -3.11203 -1.41859 2.79031
H -3.53045 -0.11489 3.90946
C -2.84839 5.00869 0.16762
C -3.24029 4.40489 -1.15989
O -4.40093 4.14045 -1.43276
N -2.24398 4.13300 -2.03881
C -0.81765 4.33830 -1.87630
H -3.74908 5.15255 0.75563
H -2.17609 4.34210 0.70869
H -2.35970 5.97377 0.02665
H -2.56932 3.71102 -2.89388
H -0.43941 5.00224 -2.65634
H -0.29132 3.38545 -1.94444
H -0.60374 4.78103 -0.91006
```

Properties
Max |F| = 1.1 eV/Å
E_HOMO = -2.28 eV
Charge = -1
Frontier orbital gap = 0.172 Eh
LUMO level = 2.4 eV

---

[3]
The following is a quantum chemistry calculation of C18H50F6O15PS7 as an isolated structure, from the Open Molecules 2025 dataset.

XYZ file:
```
97
C18H50F6O15PS7, DFT the ωB97M-V functional and the def2-TZVPD basis
P 0.17427 0.41563 0.28585
F 1.15774 0.14874 -0.98435
F 1.46339 0.31928 1.21393
F 0.41564 2.05442 0.20370
F -0.69787 0.84206 1.62298
F -1.17056 0.56756 -0.61192
F -0.21436 -1.11082 0.54673
O 6.27566 -1.64057 -0.70826
S 4.83505 -1.27781 -1.02089
O 4.24165 -1.51498 -2.33882
O 3.72321 -1.83867 0.08400
C 2.46464 -1.31020 0.06318
C 1.60932 -2.53777 0.52333
C 4.62354 0.56358 -0.62705
H 2.16755 -1.11588 -0.96739
H 2.28793 -0.50321 0.77428
H 0.54057 -2.32684 0.56018
H 1.88861 -2.85709 1.52738
H 1.66567 -3.42675 -0.10487
H 5.26755 1.13839 -1.29259
H 5.05211 0.73867 0.35975
H 3.59071 0.90530 -0.69474
O 3.42576 0.54072 6.44940
S 2.44964 -0.50033 6.57669
O 1.38117 -0.32395 7.55490
O 1.68456 -0.90884 5.23286
C 1.87835 -0.20012 4.06627
C 0.87349 -0.52358 2.88419
C 3.24508 -2.13035 6.91583
H 2.91821 -0.29295 3.75293
H 1.67345 0.84534 4.29671
H -0.14832 -0.83383 3.10267
H 1.33300 -1.35975 2.35712
H 0.85457 0.29204 2.16134
H 2.49156 -2.85310 7.22879
H 4.03591 -2.05931 7.66258
H 3.66492 -2.45111 5.96245
O -5.34478 -1.50591 0.38780
S -5.64426 -0.69699 1.62802
O -6.45782 -1.13511 2.78851
O -4.21191 -0.18136 2.37583
C -3.00759 -0.47020 1.65265
C -1.77349 -0.61609 2.59530
C -6.17344 0.96365 1.03725
H -2.81613 0.31883 0.92542
H -3.00769 -1.38694 1.06301
H -1.89683 -1.56360 3.11982
H -1.77232 0.14819 3.37245
H -0.91417 -0.65216 1.92570
H -5.59076 1.21090 0.14987
H -6.25467 1.67997 1.85479
H -7.13311 0.82685 0.53883
O 1.12910 -1.22624 -6.56526
S -0.17222 -1.28306 -5.84243
O -0.75574 -2.56696 -5.41297
O 0.00372 -0.21867 -4.56203
C -0.92105 -0.20291 -3.43757
C 0.02729 -0.14901 -2.30761
C -1.45798 -0.36350 -6.86114
H -1.65970 -1.00423 -3.41794
H -1.47275 0.72903 -3.31418
H -0.63434 -0.00647 -1.45319
H 0.74749 0.66863 -2.27794
H 0.49297 -1.13290 -2.25110
H -1.38593 -0.73165 -7.88455
H -1.36993 0.72109 -6.79788
H -2.37955 -0.75701 -6.43222
C 1.81010 2.03300 -1.69588
S 2.86399 3.04121 -0.61309
O 4.17414 3.27672 -1.35096
C 1.98770 4.59387 -0.96824
H 0.92338 1.73531 -1.13622
H 2.28907 1.06163 -1.81889
H 1.45844 2.33597 -2.68211
H 1.26263 4.63980 -0.15567
H 1.50224 4.52324 -1.94161
H 2.64108 5.44577 -0.77989
C -0.98972 3.72240 -0.30701
S -0.00425 3.38539 -1.87217
O -0.25790 4.61989 -2.72990
C -1.22362 2.05001 -2.29186
H -0.98310 2.87528 0.37888
H -1.93026 4.13072 -0.67684
H -0.58951 4.52226 0.31601
H -1.40205 1.34837 -1.47703
H -0.78875 1.55806 -3.16190
H -2.15301 2.54281 -2.57733
C -3.03721 -2.63035 -1.46911
S -2.85547 -3.28855 0.27624
O -2.18168 -4.63055 0.02828
C -1.39586 -2.23215 0.65463
H -3.36404 -1.59117 -1.43202
H -3.78893 -3.27234 -1.92833
H -2.03306 -2.66721 -1.89151
H -1.43415 -1.14552 0.57806
H -0.71215 -2.42276 -0.17261
H -1.10383 -2.45117 1.68169
```

Properties
Max |F| = 19.5 eV/Å
E_HOMO = -6.36 eV
Charge = -1
Frontier orbital gap = 0.295 Eh
LUMO level = 1.7 eV

---

[4]
The following is a quantum chemistry calculation of a 9-piece molecular cluster, C18H51N15O10 overall, from the Open Molecules 2025 dataset.

XYZ file:
```
94
C18H51N15O10, DFT the ωB97M-V functional and the def2-TZVPD basis
O -22.90985 -26.26637 2.02337
C -23.01952 -26.62352 0.64610
C -22.52973 -25.64637 -0.56301
O -21.26990 -24.96506 -0.53317
H -24.04517 -26.94397 0.46322
H -22.32752 -27.46528 0.62046
H -23.30904 -24.88740 -0.63199
H -22.51135 -26.21090 -1.49524
C -28.62081 -20.20837 -2.78895
C -28.96489 -21.51035 -3.48847
C -28.96413 -22.71692 -2.47850
C -30.25539 -23.06405 -1.74323
C -31.44179 -23.02082 -2.76089
C -31.65583 -21.82513 -3.53057
N -30.29692 -21.44206 -4.17146
O -30.35978 -20.40212 -5.10781
C -32.69789 -22.18397 -4.55376
C -32.18924 -20.60692 -2.69794
C -27.88628 -21.76907 -4.51727
H -27.71646 -20.31356 -2.18962
H -29.34646 -19.83839 -2.06463
H -28.52167 -19.39099 -3.50320
H -28.34872 -23.54362 -2.83335
H -28.34918 -22.39780 -1.63702
H -30.42890 -22.46928 -0.84644
H -30.03470 -23.99674 -1.22412
H -32.25626 -23.14973 -2.04806
H -31.39685 -23.92114 -3.37368
H -32.67312 -23.14940 -5.05915
H -33.63025 -22.36025 -4.01735
H -32.83527 -21.43048 -5.32931
H -33.24145 -20.57693 -2.41499
H -31.74111 -20.69866 -1.70856
H -32.04259 -19.62754 -3.15337
H -27.06698 -21.89323 -3.80914
H -27.78773 -21.04062 -5.32209
H -27.91890 -22.76934 -4.94911
H -30.42329 -19.59897 -4.58578
C -28.96782 -28.98163 -4.87011
O -28.57982 -28.28657 -5.82484
N -28.35898 -29.18963 -3.74940
N -30.10382 -29.66492 -4.84443
H -27.50659 -28.66478 -3.61501
H -28.85169 -29.70816 -3.03633
H -30.51075 -29.64207 -5.76855
H -30.44441 -30.19316 -4.05382
C -22.69306 -34.62675 -1.51148
O -22.61450 -34.89510 -2.70122
N -22.95395 -33.48160 -1.03532
N -22.71103 -35.45820 -0.54796
H -23.03413 -33.25562 -0.05420
H -22.95785 -32.76917 -1.75123
H -22.36559 -36.40387 -0.62834
H -22.99212 -35.05465 0.33421
C -15.96213 -24.06571 -4.57831
O -15.42699 -24.21678 -5.65249
N -17.19097 -23.60731 -4.45831
N -15.55075 -24.58461 -3.43616
H -17.71359 -23.89056 -3.64177
H -17.62230 -23.25283 -5.29998
H -16.38231 -24.74686 -2.88635
H -14.96905 -25.40953 -3.47118
C -19.35776 -29.34202 -5.83033
O -18.90452 -30.36856 -6.19679
N -19.30975 -29.00458 -4.57768
N -19.98218 -28.41396 -6.47839
H -18.93213 -29.55796 -3.82185
H -19.82923 -28.21570 -4.22002
H -20.02057 -28.59225 -7.47178
H -20.02401 -27.48577 -6.08240
C -27.87463 -27.75548 5.88959
O -28.90535 -28.18955 6.43413
N -26.68992 -28.07276 6.04053
N -28.01165 -27.18485 4.73898
H -26.01521 -27.55244 5.49819
H -26.40720 -28.63651 6.82942
H -27.18702 -26.86204 4.25330
H -28.91798 -26.78886 4.53439
C -21.65424 -18.48871 -3.46515
O -21.95104 -17.38066 -3.06333
N -21.02485 -19.30783 -2.68184
N -21.88432 -18.96116 -4.68095
H -21.05364 -18.98234 -1.72615
H -21.02359 -20.29022 -2.91640
H -21.46607 -19.86049 -4.87171
H -22.45616 -18.57318 -5.41753
C -18.83818 -29.52633 5.65429
O -18.68257 -28.30477 5.85395
N -19.62896 -30.08964 4.74864
N -18.06626 -30.35489 6.32323
H -19.72517 -31.09495 4.76198
H -20.17287 -29.30052 4.42995
H -18.03411 -31.34868 6.14587
H -17.28240 -29.93929 6.80587
```

Properties
Max |F| = 8.9 eV/Å
E_HOMO = 1.22 eV
Charge = -2
Frontier orbital gap = 0.071 Eh
LUMO level = 3.1 eV

---

[5]
The following is a quantum chemistry calculation of C18H52Br2O21P5Pb as an isolated structure, from the Open Molecules 2025 dataset.

XYZ file:
```
99
C18H52Br2O21P5Pb, DFT the ωB97M-V functional and the def2-TZVPD basis
Pb 5.54842 -4.55379 -3.37821
C 1.42693 -0.24657 -1.64198
O 2.06464 -1.48584 -1.89494
H 2.02807 0.65619 -1.53354
H 0.73396 0.05056 -2.42913
H 0.92949 -0.20747 -0.67290
Br -0.08331 5.19875 4.05971
C -1.58655 5.74593 2.88950
C -1.31549 5.87257 1.37670
Br -3.04629 6.29291 0.47348
H -1.93731 6.68073 3.32680
H -2.36314 4.98717 2.98597
H -0.94327 4.92168 0.99542
H -0.59825 6.68287 1.24608
C 0.26543 -9.83107 0.92003
O 1.26401 -8.93898 0.37655
P 2.66629 -8.74404 1.10688
O 3.72608 -7.97207 0.38629
O 2.41625 -8.01494 2.51156
C 2.05016 -6.69176 2.59899
O 3.07834 -10.17264 1.67055
C 3.46837 -11.15720 0.74748
H 0.20441 -9.60621 1.98484
H 0.58980 -10.85967 0.76237
H -0.77474 -9.77226 0.59960
H 2.56865 -6.06936 3.32829
H 1.05855 -6.66065 3.05049
H 2.07079 -6.07674 1.69932
H 2.83412 -12.01908 0.95477
H 4.47878 -11.45589 1.02667
H 3.62326 -10.83663 -0.28274
C -5.38779 -0.15515 -5.07119
O -6.42508 0.03107 -6.13475
P -7.86328 -0.61923 -5.91077
O -7.73276 -2.08755 -5.70497
O -8.42208 0.27769 -4.62107
C -8.69589 1.68302 -4.70074
O -8.89990 -0.09725 -7.05768
C -9.43062 -0.99752 -8.00844
H -4.75181 0.72438 -4.97084
H -4.85966 -1.07553 -5.32034
H -5.80601 -0.44381 -4.10690
H -9.72343 1.92780 -4.43173
H -8.60371 2.05398 -5.72151
H -8.01536 2.33090 -4.14826
H -9.52411 -0.67195 -9.04448
H -10.26923 -1.57546 -7.62008
H -8.73522 -1.83217 -8.09726
C 9.53825 -5.43082 2.66371
O 8.53072 -4.59729 3.21803
P 8.21535 -3.19092 2.48991
O 8.05895 -3.25012 1.02721
O 7.04499 -2.51395 3.42708
C 6.36731 -1.31190 3.08962
O 9.41623 -2.21853 2.99841
C 9.96905 -2.20966 4.30753
H 10.44176 -5.21035 3.23222
H 9.73171 -5.26110 1.60453
H 9.28108 -6.48393 2.77744
H 5.34797 -1.65384 2.91042
H 6.84386 -0.77860 2.26704
H 6.23479 -0.64496 3.94152
H 11.03802 -2.41653 4.25663
H 9.51523 -3.02955 4.86426
H 9.79037 -1.21760 4.72225
C -4.13039 -2.56442 2.47329
O -4.15748 -1.92037 3.67951
P -5.46991 -1.02802 4.12187
O -6.74831 -1.68108 3.84985
O -5.18902 0.37681 3.30396
C -6.18600 0.93117 2.36841
O -5.21502 -0.60845 5.62449
C -3.94405 -0.41066 6.17300
H -3.35252 -2.13695 1.84060
H -5.05581 -2.43955 1.91108
H -3.85699 -3.61510 2.57035
H -6.25100 1.91572 2.83161
H -7.17712 0.49164 2.48057
H -5.74419 1.21808 1.41415
H -3.52458 -1.41583 6.21518
H -3.97794 0.02561 7.17130
H -3.29497 0.23044 5.57652
C 3.01079 11.67997 -4.58516
O 2.84039 11.64710 -3.19157
P 1.89588 10.57358 -2.38337
O 0.72924 10.17845 -3.21004
O 1.60855 11.16981 -0.88605
C 0.32953 11.67870 -0.40395
O 2.90778 9.27091 -2.21755
C 3.02726 8.22219 -3.14056
H 2.87559 12.72757 -4.85417
H 2.21436 11.01514 -4.91950
H 3.94084 11.41212 -5.08654
H 0.45773 12.69434 -0.02957
H -0.09205 11.01688 0.35260
H -0.36255 11.77722 -1.24026
H 4.06638 8.18785 -3.46790
H 2.42448 8.32616 -4.04274
H 2.73496 7.28289 -2.67111
```

Properties
Max |F| = 3.6 eV/Å
E_HOMO = -10.55 eV
Charge = +1
Frontier orbital gap = 0.111 Eh
LUMO level = -7.5 eV

---

Number 1: E_tot -1330.7110 Eh. Number 2: E_tot -1996.0193 Eh. Number 3: E_tot -5570.9040 Eh. Number 4: E_tot -2290.0081 Eh. Number 5: E_tot -9344.5038 Eh.